Below is 10 unconnected molecules or ions with the total composition C27H77N3O13, with properties calculated with ωB97M-V with the def2-TZVPD basis set.

Values from the calculation:
- charge = 0
- spin multiplicity = 1
- energy above the lowest of the compared OMol25 structures with the same formula, charge and spin (kcal/mol) = 78.1

Each atom is followed by the atoms it is bonded to, with distances in Å.
Cartesian coordinates (Å):
1 C -4.6218 -3.4585 4.3697  O2 1.365, H10 1.115, H11 1.108, H12 1.098
2 O -3.8528 -3.3399 3.2478  C1 1.365, C3 1.390
3 C -2.6800 -2.6103 3.4045  O2 1.390, C4 1.504, H13 1.092, H14 1.083
4 C -1.4626 -3.4880 3.3059  C3 1.504, N5 1.472, H15 1.133, H16 1.062
5 N -0.8567 -3.6683 1.9767  C4 1.472, C6 1.495, H17 1.026
6 C -1.8197 -4.1545 0.9423  N5 1.495, C7 1.470, H18 1.105, H19 1.134
7 C -1.0840 -4.7486 -0.1828  C6 1.470, O8 1.355, H20 1.096, H21 1.125
8 O -2.0368 -5.0284 -1.1044  C7 1.355, C9 1.428
9 C -1.8031 -5.8501 -2.2484  O8 1.428, H22 1.096, H23 1.106, H24 1.099
10 H -4.0412 -3.8585 5.2336  C1 1.115
11 H -5.5261 -4.0503 4.1234  C1 1.108
12 H -5.0790 -2.5186 4.7050  C1 1.098
13 H -2.6721 -2.0981 4.3694  C3 1.092
14 H -2.5822 -1.8932 2.5986  C3 1.083
15 H -1.6403 -4.5176 3.7445  C4 1.133
16 H -0.6321 -3.1928 3.8980  C4 1.062
17 H -0.5998 -2.7178 1.6888  N5 1.026
18 H -2.5252 -3.4075 0.5352  C6 1.105
19 H -2.4796 -4.9535 1.4033  C6 1.134
20 H -0.5754 -5.6759 0.1044  C7 1.096
21 H -0.2635 -4.0266 -0.4502  C7 1.125
22 H -2.0776 -6.8900 -2.0400  C9 1.096
23 H -0.7100 -5.8797 -2.4144  C9 1.106
24 H -2.3669 -5.4242 -3.0901  C9 1.099
25 C 2.2713 1.1422 3.2537  O26 1.421, H34 1.123, H35 1.070, H36 1.097
26 O 2.3914 2.4403 2.6887  C25 1.421, C27 1.418
27 C 2.8831 3.4296 3.5774  O26 1.418, C28 1.484, H37 1.094, H38 1.084
28 C 2.5891 4.7330 2.9316  C27 1.484, N29 1.529, H39 1.152, H40 1.115
29 N 1.0752 4.9385 2.8782  C28 1.529, C30 1.490, H41 1.026
30 C 0.6532 6.0739 2.0114  N29 1.490, C31 1.542, H42 1.090, H43 1.055
31 C 0.9642 7.4637 2.6020  C30 1.542, O32 1.386, H44 1.103, H45 1.104
32 O 0.4861 8.4657 1.7724  C31 1.386, C33 1.430
33 C 0.5954 9.8250 2.2034  O32 1.430, H46 1.128, H47 1.103, H48 1.083
34 H 1.4487 0.6734 2.6502  C25 1.123
35 H 1.9350 1.2372 4.2655  C25 1.070
36 H 3.1737 0.5269 3.1525  C25 1.097
37 H 3.9721 3.3325 3.6176  C27 1.094
38 H 2.4514 3.2811 4.5604  C27 1.084
39 H 3.0603 4.7248 1.8800  C28 1.152
40 H 2.8410 5.6650 3.4893  C28 1.115
41 H 0.7794 4.0653 2.4279  N29 1.026
42 H -0.4252 5.9420 1.9277  C30 1.090
43 H 0.9986 5.9994 1.0171  C30 1.055
44 H 2.0122 7.7180 2.8345  C31 1.103
45 H 0.5387 7.4912 3.6207  C31 1.104
46 H -0.0975 9.9597 3.0839  C33 1.128
47 H 0.3101 10.4737 1.3576  C33 1.103
48 H 1.5741 9.9869 2.6375  C33 1.083
49 C 2.0314 -1.2388 -7.7336  O50 1.460, H58 1.073, H59 1.039, H60 1.095
50 O 2.6277 -0.6435 -6.5415  C49 1.460, C51 1.441
51 C 2.8360 -1.5645 -5.4529  O50 1.441, C52 1.514, H61 1.064, H62 1.074
52 C 3.5067 -0.6616 -4.4398  C51 1.514, N53 1.488, H63 1.054, H64 1.137
53 N 3.5013 -1.3583 -3.1245  C52 1.488, C54 1.430, H65 1.013
54 C 4.3227 -0.7461 -2.1270  N53 1.430, C55 1.522, H66 1.104, H67 1.146
55 C 4.2403 -1.5394 -0.8304  C54 1.522, O56 1.372, H68 1.080, H69 1.100
56 O 2.9466 -1.6404 -0.3850  C55 1.372, C57 1.446
57 C 2.3343 -0.3590 -0.1149  O56 1.446, H70 1.090, H71 1.096, H72 1.109
58 H 1.8702 -0.4568 -8.4501  C49 1.073
59 H 1.1110 -1.6669 -7.5107  C49 1.039
60 H 2.7135 -1.9966 -8.1319  C49 1.095
61 H 3.4411 -2.3781 -5.7740  C51 1.064
62 H 1.9351 -2.0269 -5.0964  C51 1.074
63 H 2.8676 0.1679 -4.3206  C52 1.054
64 H 4.5591 -0.3714 -4.7583  C52 1.137
65 H 2.5656 -1.3040 -2.7392  N53 1.013
66 H 4.1007 0.3108 -1.8991  C54 1.104
67 H 5.3917 -0.8007 -2.5356  C54 1.146
68 H 4.8721 -1.1892 -0.0276  C55 1.080
69 H 4.6474 -2.5316 -1.0771  C55 1.100
70 H 1.5357 -0.5180 0.6097  C57 1.090
71 H 1.9012 0.1921 -0.9575  C57 1.096
72 H 3.0627 0.3238 0.3682  C57 1.109
73 C -5.7608 -2.2513 1.0580  C74 1.519, H76 1.095, H77 1.089, H78 1.075
74 C -5.8982 -1.2316 -0.0601  C73 1.519, O75 1.411, H79 1.106, H80 1.082
75 O -5.1537 -0.0742 0.2529  C74 1.411, H81 0.972
76 H -6.1741 -1.7875 1.9601  C73 1.095
77 H -4.6942 -2.3559 1.2511  C73 1.089
78 H -6.0769 -3.2483 0.8115  C73 1.075
79 H -6.9520 -0.9735 -0.2753  C74 1.106
80 H -5.5358 -1.5010 -1.0433  C74 1.082
81 H -4.2354 -0.3268 0.4478  O75 0.972
82 C 2.5982 -5.3091 0.8628  C83 1.534, H85 1.139, H86 1.106, H87 1.104
83 C 2.6129 -4.5675 2.2059  C82 1.534, O84 1.417, H88 1.094, H89 1.120
84 O 1.4121 -4.8533 2.9028  C83 1.417, H90 0.961
85 H 2.2001 -6.3595 1.0527  C82 1.139
86 H 3.6175 -5.2611 0.4351  C82 1.106
87 H 1.9219 -4.8757 0.1051  C82 1.104
88 H 2.8792 -3.5222 2.0242  C83 1.094
89 H 3.4387 -4.9656 2.8487  C83 1.120
90 H 0.6470 -4.4405 2.4930  O84 0.961
91 C 0.6131 2.7261 -4.7071  O92 1.438, H93 1.137, H94 1.080, H95 1.104
92 O -0.0972 2.2762 -3.5400  C91 1.438, H96 0.960
93 H 1.1370 1.8080 -5.1273  C91 1.137
94 H -0.0694 3.0770 -5.4676  C91 1.080
95 H 1.3427 3.5303 -4.5102  C91 1.104
96 H -0.2115 3.0268 -2.9534  O92 0.960
97 C 0.6120 2.9227 -0.4258  O98 1.454, H99 1.087, H100 1.050, H101 1.068
98 O -0.1892 3.7875 -1.2763  C97 1.454, H102 0.991
99 H 1.6092 3.3548 -0.4653  C97 1.087
100 H 0.3568 2.9008 0.5928  C97 1.050
101 H 0.5706 1.9420 -0.8471  C97 1.068
102 H -1.0262 3.9456 -0.7699  O98 0.991
103 C -1.5542 0.6207 1.6062  O104 1.470, H105 1.110, H106 1.113, H107 1.129
104 O -1.8651 -0.4290 0.6258  C103 1.470, H108 0.994
105 H -2.4674 0.7871 2.2149  C103 1.110
106 H -0.7608 0.3065 2.3206  C103 1.113
107 H -1.3290 1.6632 1.2356  C103 1.129
108 H -1.4527 -0.2329 -0.2570  O104 0.994
109 C -0.9211 -1.3744 -2.9830  O110 1.454, H111 1.098, H112 1.075, H113 1.116
110 O -0.5805 -0.1923 -2.2087  C109 1.454, H114 1.021
111 H -1.3457 -2.1833 -2.3731  C109 1.098
112 H -1.6153 -1.2248 -3.7898  C109 1.075
113 H 0.0021 -1.8223 -3.4217  C109 1.116
114 H -0.7269 0.6183 -2.8128  O110 1.021
115 C -3.4444 2.6456 -0.4155  O116 1.419, H117 1.078, H118 1.071, H119 1.088
116 O -2.7686 3.8760 -0.2096  C115 1.419, H120 0.989
117 H -2.9389 1.9577 -1.0732  C115 1.078
118 H -3.5618 2.2221 0.5608  C115 1.071
119 H -4.4035 2.8305 -0.8941  C115 1.088
120 H -3.1751 4.3973 0.5265  O116 0.989

Below is 9 unconnected molecules or ions with the total composition C27H78N12O9, with properties calculated with ωB97M-V with the def2-TZVPD basis set.

Values from the calculation:
- charge = 0
- spin multiplicity = 1
- energy above the lowest of the compared OMol25 structures with the same formula, charge and spin (kcal/mol) = 147.5

Each atom is followed by the atoms it is bonded to, with distances in Å.
Cartesian coordinates (Å):
1 C 3.0170 18.6638 22.5447  O2 1.465, H7 1.090, H8 1.090, H9 1.090
2 O 3.1557 17.4945 21.6728  C1 1.465, C3 1.407
3 C 2.3585 16.3956 22.0424  O2 1.407, C4 1.547, H10 1.090, H11 1.090
4 C 2.7305 15.1538 21.1977  C3 1.547, C5 1.606, N6 1.467, H12 1.090
5 C 4.1667 14.5212 21.5414  C4 1.606, H13 1.090, H14 1.090, H15 1.090
6 N 2.7166 15.5049 19.7734  C4 1.467, H16 1.010, H17 1.010
7 H 3.4062 18.6038 23.5611  C1 1.090
8 H 2.0030 19.0563 22.6213  C1 1.090
9 H 3.5549 19.4657 22.0390  C1 1.090
10 H 2.4745 16.2426 23.1154  C3 1.090
11 H 1.3573 16.8017 21.8987  C3 1.090
12 H 2.0452 14.3315 21.4032  C4 1.090
13 H 4.2763 13.7133 20.8180  C5 1.090
14 H 4.1232 14.0571 22.5267  C5 1.090
15 H 4.9280 15.2996 21.4900  C5 1.090
16 H 3.5171 16.1118 19.6686  N6 1.010
17 H 1.9076 16.0959 19.9012  N6 1.010
18 C 0.4809 3.3891 18.8081  O19 1.398, H24 1.090, H25 1.090, H26 1.090
19 O 1.5782 3.7664 19.5871  C18 1.398, C20 1.479
20 C 1.2356 4.8878 20.4891  O19 1.479, C21 1.555, H27 1.090, H28 1.090
21 C 2.4434 5.2642 21.3936  C20 1.555, C22 1.542, N23 1.468, H29 1.090
22 C 2.2894 6.3344 22.4933  C21 1.542, H30 1.090, H31 1.090, H32 1.090
23 N 3.5837 5.6421 20.5507  C21 1.468, H33 1.010, H34 1.010
24 H -0.3481 3.0478 19.4282  C18 1.090
25 H 0.8096 2.6446 18.0830  C18 1.090
26 H 0.2115 4.2924 18.2607  C18 1.090
27 H 0.8517 5.7055 19.8790  C20 1.090
28 H 0.3970 4.5872 21.1173  C20 1.090
29 H 2.8134 4.4506 22.0174  C21 1.090
30 H 3.3020 6.6770 22.7063  C22 1.090
31 H 1.7957 5.8257 23.3214  C22 1.090
32 H 1.7240 7.1509 22.0441  C22 1.090
33 H 4.3491 5.4319 21.1752  N23 1.010
34 H 3.4854 4.8651 19.9130  N23 1.010
35 C -7.4283 3.6292 20.9869  O36 1.406, H41 1.090, H42 1.090, H43 1.090
36 O -8.3620 4.0662 20.0308  C35 1.406, C37 1.485
37 C -9.7071 3.4373 20.0192  O36 1.485, C38 1.538, H44 1.090, H45 1.090
38 C -10.5369 3.6452 21.2976  C37 1.538, C39 1.574, N40 1.540, H46 1.090
39 C -12.0233 3.1369 21.2062  C38 1.574, H47 1.090, H48 1.090, H49 1.090
40 N -10.7869 5.1237 21.6475  C38 1.540, H50 1.010, H51 1.010
41 H -7.7941 3.9047 21.9760  C35 1.090
42 H -6.5331 4.2335 20.8400  C35 1.090
43 H -7.2320 2.5578 20.9455  C35 1.090
44 H -10.2658 3.7746 19.1462  C37 1.090
45 H -9.6737 2.3757 19.7743  C37 1.090
46 H -9.9908 3.2036 22.1311  C38 1.090
47 H -12.6272 3.3454 22.0894  C39 1.090
48 H -12.0932 2.1061 20.8589  C39 1.090
49 H -12.5474 3.7092 20.4408  C39 1.090
50 H -11.2982 5.4634 20.8455  N40 1.010
51 H -11.5323 5.0945 22.3284  N40 1.010
52 C -3.9614 5.8052 11.2878  O53 1.416, H58 1.090, H59 1.090, H60 1.090
53 O -4.1537 4.4996 10.7736  C52 1.416, C54 1.428
54 C -4.0104 3.4142 11.6910  O53 1.428, C55 1.573, H61 1.090, H62 1.090
55 C -4.2590 2.0666 10.9188  C54 1.573, C56 1.510, N57 1.460, H63 1.090
56 C -4.7220 0.9088 11.7698  C55 1.510, H64 1.090, H65 1.090, H66 1.090
57 N -3.0535 1.6776 10.1936  C55 1.460, H67 1.010, H68 1.010
58 H -3.0189 5.8919 11.8285  C52 1.090
59 H -4.7202 6.1936 11.9671  C52 1.090
60 H -4.0176 6.5662 10.5095  C52 1.090
61 H -2.9979 3.3121 12.0814  C54 1.090
62 H -4.7213 3.4592 12.5161  C54 1.090
63 H -5.0977 2.2484 10.2468  C55 1.090
64 H -5.1075 0.0376 11.2402  C56 1.090
65 H -5.5595 1.1601 12.4205  C56 1.090
66 H -3.8923 0.5522 12.3802  C56 1.090
67 H -2.9072 2.4014 9.5045  N57 1.010
68 H -3.4253 0.8942 9.6756  N57 1.010
69 C 14.8127 -0.3447 18.0206  O70 1.439, H75 1.090, H76 1.090, H77 1.090
70 O 14.1888 0.2086 19.1932  C69 1.439, C71 1.382
71 C 12.8142 0.3143 19.0964  O70 1.382, C72 1.515, H78 1.090, H79 1.090
72 C 12.1685 1.0446 20.2559  C71 1.515, C73 1.496, N74 1.447, H80 1.090
73 C 12.1958 0.3840 21.5984  C72 1.496, H81 1.090, H82 1.090, H83 1.090
74 N 10.7765 1.2112 19.8985  C72 1.447, H84 1.010, H85 1.010
75 H 14.3520 -1.2892 17.7309  C69 1.090
76 H 15.8330 -0.6745 18.2162  C69 1.090
77 H 14.7368 0.2626 17.1186  C69 1.090
78 H 12.7751 0.8582 18.1526  C71 1.090
79 H 12.4767 -0.6863 18.8264  C71 1.090
80 H 12.5360 2.0658 20.3570  C72 1.090
81 H 11.9837 0.9844 22.4831  C73 1.090
82 H 13.1748 -0.0948 21.6142  C73 1.090
83 H 11.4716 -0.4280 21.6643  C73 1.090
84 H 10.2494 1.4741 20.7190  N74 1.010
85 H 10.3725 0.2961 19.7584  N74 1.010
86 C 0.2419 -4.7780 15.2945  O87 1.442, H92 1.090, H93 1.090, H94 1.090
87 O -0.3645 -4.2236 16.4798  C86 1.442, C88 1.410
88 C -0.1054 -5.0470 17.5949  O87 1.410, C89 1.583, H95 1.090, H96 1.090
89 C -0.3823 -4.3424 18.9856  C88 1.583, C90 1.541, N91 1.416, H97 1.090
90 C 0.7969 -3.4278 19.3713  C89 1.541, H98 1.090, H99 1.090, H100 1.090
91 N -0.4268 -5.3050 20.0234  C89 1.416, H101 1.010, H102 1.010
92 H -0.2703 -4.4721 14.3823  C86 1.090
93 H 0.1624 -5.8651 15.2978  C86 1.090
94 H 1.3305 -4.7718 15.2387  C86 1.090
95 H -0.7299 -5.9268 17.4398  C88 1.090
96 H 0.9534 -5.3060 17.5915  C88 1.090
97 H -1.3030 -3.7590 18.9890  C89 1.090
98 H 0.4370 -2.6748 20.0723  C90 1.090
99 H 1.1723 -2.7889 18.5719  C90 1.090
100 H 1.6616 -3.9697 19.7544  C90 1.090
101 H 0.4557 -5.7863 19.9250  N91 1.010
102 H -0.4840 -4.7656 20.8754  N91 1.010
103 N 11.3830 8.1392 23.6577  C104 1.308, H107 1.010, H108 1.010
104 C 10.7590 7.7709 24.7464  N103 1.308, N105 1.301, O106 1.260
105 N 11.0160 8.5346 25.7681  C104 1.301, H109 1.010, H110 1.010
106 O 9.9205 6.8304 24.7752  C104 1.260
107 H 11.1457 7.6993 22.7800  N103 1.010
108 H 12.0155 8.9255 23.6981  N103 1.010
109 H 10.8464 8.3048 26.7369  N105 1.010
110 H 11.6355 9.2812 25.4871  N105 1.010
111 N 3.6563 1.6544 11.3937  C112 1.334, H115 1.010, H116 1.010
112 C 3.3529 0.5279 12.0401  N111 1.334, N113 1.265, O114 1.187
113 N 2.1158 0.2649 12.0777  C112 1.265, H117 1.010, H118 1.010
114 O 4.1478 -0.1633 12.5878  C112 1.187
115 H 4.6102 1.9753 11.4784  N111 1.010
116 H 2.9210 2.2509 11.0422  N111 1.010
117 H 1.4511 0.5396 11.3686  N113 1.010
118 H 1.7750 -0.5109 12.6273  N113 1.010
119 N 2.3831 8.6430 15.4908  C120 1.250, H123 1.010, H124 1.010
120 C 2.9813 8.2665 14.4596  N119 1.250, N121 1.325, O122 1.239
121 N 4.0952 7.6594 14.8434  C120 1.325, H125 1.010, H126 1.010
122 O 2.6137 8.2525 13.2760  C120 1.239
123 H 1.5044 9.1193 15.3457  N119 1.010
124 H 2.6402 8.4204 16.4419  N119 1.010
125 H 4.3321 7.7555 15.8205  N121 1.010
126 H 4.6874 7.2359 14.1434  N121 1.010

Calculated E_LUMO, 0.45, 0.47 eV (same order as the records).
Calculated gap between HOMO and LUMO, 9.255, 9.592 eV (same order as the records).
Calculated maximum force, 3.13, 8.47 eV Å⁻¹ (same order as the records).